1.
Computed, not measured: C5H10OS as an isolated structure, with ωB97M-V/def2-TZVPD.

Geometry (Å):
C 1.97426 0.74666 0.32759
C 1.11909 -0.38839 -0.15486
C 1.36976 -1.80875 0.11697
C -1.29201 1.70252 -0.14386
C -2.82127 -0.58158 -0.11124
O 1.90126 0.32646 -1.07558
S -1.20281 -0.08851 0.30893
H 1.56160 1.66422 0.64362
H 2.96862 0.57996 0.91570
H 2.48015 -1.87309 -0.12118
H 0.84713 -2.48132 -0.49555
H 1.12200 -2.02231 1.24139
H -2.24495 1.96874 -0.46338
H -0.49642 1.86959 -0.85958
H -0.99312 2.14806 0.84181
H -3.04514 -1.67776 -0.07429
H -3.24816 -0.08450 -0.89649

Atomic forces in eV per Å
1.2 -2.4 0.6
-0.1 2.0 0.2
2.0 0.5 2.3
2.7 -1.3 2.3
2.1 -1.9 1.6
-0.1 0.3 0.8
-1.3 0.0 0.1
-0.7 1.1 -0.3
-1.6 -0.2 -1.5
-1.1 -0.6 0.7
-0.8 -0.8 -0.9
0.7 0.2 -2.1
-1.5 0.4 -0.5
-0.1 0.2 -0.3
-0.6 0.2 -1.1
0.3 1.1 0.3
-1.1 1.2 -2.1

Summary:
- HOMO energy (spin up / spin down) (eV) = -7.13 / -7.18
- M (Da) = 118.20
- DFT total energy (hartree) = -669.72471
- lowest unoccupied orbital energy (spin up / spin down) (eV) = 0.400 / 0.496
- frontier orbital gap (spin up / spin down) (eV) = 7.5 / 7.7

2.
Computed, not measured: C4H5CuNaO7 as an isolated structure, with ωB97M-V/def2-TZVPD.

Geometry (Å):
O 2.50374 -1.69590 -3.01390
C 1.61222 -0.86336 -2.71238
O 0.73658 -0.42615 -3.49736
O 1.52536 -0.56920 -1.39327
C 0.39361 0.15989 -0.92390
O -0.55468 1.02074 1.08033
C -1.44547 0.43906 2.44654
C 0.46345 0.20673 0.59352
O -2.14234 -0.59610 2.02952
O -2.16067 1.49791 2.77512
Na 1.75110 -1.61761 -5.17313
Cu -3.70573 0.96865 1.22057
H -0.53263 -0.34651 -1.23239
H 0.38946 1.17132 -1.35691
H 0.38273 -0.83124 0.96547
H 1.45813 0.58284 0.90613
O -0.54198 0.04499 3.48077
H -0.13289 0.85393 3.80527

Atomic forces in eV per Å
0.6 0.1 -0.7
-0.9 -0.8 1.2
0.0 0.4 -0.9
0.6 -0.2 -0.6
-0.5 0.3 -0.1
0.0 -0.3 0.9
-2.0 -0.4 -0.2
-0.2 -0.1 0.5
0.0 0.2 -0.9
-0.4 0.8 -0.7
-0.1 0.2 0.9
2.4 -0.7 1.7
0.2 0.1 0.1
0.0 -0.2 0.2
0.0 0.2 0.0
0.0 -0.1 -0.2
0.4 0.2 -0.9
-0.2 0.1 -0.1

Summary:
- HOMO energy (eV) = -3.33
- M (Da) = 251.61
- DFT total energy (hartree) = -2484.90570
- lowest unoccupied orbital energy (eV) = 0.764
- charge = -1
- frontier orbital gap (eV) = 4.1

3.
Computed, not measured: a 2-piece molecular cluster, C4H11N3O2 overall, with ωB97M-V/def2-TZVPD.

Geometry (Å):
C -2.41989 -0.40566 -1.19416
N -1.60201 0.03032 0.07735
C -1.72527 1.18864 0.68278
N -0.73656 1.60533 1.74650
N -2.76194 2.09497 0.42310
H -2.18296 -1.46633 -1.59702
H -2.07818 0.17846 -2.10885
H -3.54274 -0.42941 -0.92522
H -0.31879 0.72432 2.04092
H -0.04139 2.26520 1.39299
H -2.75632 2.41221 -0.54062
H -2.71615 2.90196 0.95908
C 3.51540 -1.58321 0.29348
C 2.31982 -1.08702 -0.55810
O 2.23262 -0.90482 -1.72469
O 1.19899 -1.00787 0.26263
H 3.90492 -2.36668 -0.34415
H 3.20364 -2.16345 1.24210
H 4.22126 -0.90678 0.69396
H 0.41703 -0.63886 -0.18934

Atomic forces in eV per Å
-0.1 -0.3 1.0
0.2 1.1 -0.9
1.0 -1.6 -0.9
-2.3 -1.3 -1.4
0.7 -1.0 -1.3
0.0 1.5 1.6
-1.0 0.0 1.3
1.7 0.5 -0.9
0.4 0.4 -0.1
-0.3 -0.4 -0.1
-0.3 -0.5 -0.2
0.2 1.6 1.6
-2.0 -2.3 0.5
-1.6 -0.2 3.1
0.8 0.2 -1.0
1.4 0.1 -0.2
0.9 0.1 -0.1
-0.2 1.0 -1.6
0.8 1.1 -0.4
-0.2 -0.1 -0.1

Summary:
- HOMO energy (eV) = -9.31
- M (Da) = 133.15
- DFT total energy (hartree) = -473.73162
- lowest unoccupied orbital energy (eV) = 0.696
- SMILES string = CN=C(N)N.CC(=O)O
- frontier orbital gap (eV) = 10.0

4.
Computed, not measured: the molecule C3H3NO, with ωB97M-V/def2-TZVPD.

Geometry (Å):
O 0.63820 0.52782 -1.16208
C -0.87609 0.49550 -0.91721
C -0.88648 0.00984 0.34848
C 0.44632 -0.18631 0.84572
N 1.39911 0.02725 -0.00074
H 0.34796 -0.15172 -1.84251
H -1.79554 -0.22163 0.88125
H 0.72651 -0.50074 1.84709

Atomic forces in eV per Å
-0.5 0.0 -0.4
-0.3 0.1 0.6
-0.2 0.2 -0.1
0.2 0.0 -0.2
-0.4 -0.2 0.2
1.1 -0.1 -0.1
0.1 0.1 0.1
0.0 0.0 -0.2

Summary:
- HOMO energy (eV) = -9.69
- M (Da) = 69.06
- DFT total energy (hartree) = -245.91683
- lowest unoccupied orbital energy (eV) = 0.704
- frontier orbital gap (eV) = 10.4

5.
Computed, not measured: the molecule C17H26N4O4S, with ωB97M-V/def2-TZVPD.

Geometry (Å):
C 2.43200 0.53972 -1.19561
C 1.37804 1.60407 -0.91137
C 1.36269 2.08074 0.54015
C 1.13670 0.92956 1.53449
N 0.68546 1.29824 2.86092
C 1.44699 2.35449 3.48452
C -0.73526 1.34745 3.09630
C -1.57014 2.45266 2.41829
N -1.84814 2.13066 1.02759
S -3.03113 0.97124 0.73350
O -3.67359 0.58861 1.95577
O -3.82283 1.46794 -0.35593
C -2.05608 -0.39311 0.11788
C -1.72673 -1.46426 0.92406
C -0.88577 -2.44360 0.43153
C -0.37029 -2.36118 -0.86446
C -0.75617 -1.28833 -1.69641
C -1.60286 -0.30805 -1.18027
N -0.27979 -1.21537 -2.99158
C -0.71824 -0.14552 -3.86664
C 0.61942 -2.11631 -3.50399
O 1.05352 -2.02275 -4.63060
C 1.05213 -3.25406 -2.60814
O 1.84202 -4.08154 -3.00446
N 0.50840 -3.31258 -1.34715
C 0.91493 -4.42259 -0.50713
H 3.41788 0.89184 -0.90098
H 2.21721 -0.37638 -0.65037
H 2.45991 0.30404 -2.25768
H 1.56149 2.46583 -1.55850
H 0.38893 1.20927 -1.15066
H 2.30524 2.58228 0.76891
H 0.55533 2.80506 0.64745
H 2.08038 0.38517 1.66242
H 0.39987 0.23902 1.12115
H 1.28097 3.35151 3.05319
H 2.50615 2.11586 3.39456
H 1.19193 2.39393 4.54360
H -0.87027 1.45585 4.17679
H -1.16364 0.38787 2.80181
H -1.03827 3.40494 2.45592
H -2.50979 2.55196 2.97439
H -2.06993 2.93952 0.46686
H -2.13431 -1.52489 1.91980
H -0.62479 -3.27248 1.06600
H -1.93707 0.52877 -1.76797
H -0.27016 -0.32896 -4.84253
H -0.37970 0.82144 -3.49404
H -1.80402 -0.14950 -3.95738
H 1.41729 -4.06139 0.39038
H 1.61054 -5.02463 -1.09058
H 0.05354 -5.03209 -0.23378

Atomic forces in eV per Å
-0.2 0.1 -0.1
0.2 0.1 0.1
-0.1 -0.2 0.0
0.2 0.1 -0.1
0.0 0.0 0.1
-0.1 -0.2 0.0
-0.1 0.2 0.0
0.1 -0.3 0.8
-0.6 -0.4 -0.4
0.3 0.2 -0.3
0.3 -0.1 0.1
0.2 0.1 -0.1
-0.4 0.2 0.4
-0.2 0.1 0.0
0.1 0.1 -0.2
-0.4 0.5 0.2
-0.3 0.0 0.8
0.1 -0.3 -0.2
0.1 -0.1 -0.2
0.0 0.1 -0.3
0.0 0.4 -0.7
0.0 -0.2 0.3
0.4 -0.7 0.1
-0.2 0.4 -0.1
0.1 -0.1 -0.1
0.2 -0.3 0.0
0.2 0.0 0.0
0.0 -0.2 0.1
0.1 -0.1 -0.1
-0.1 0.0 -0.1
0.0 0.1 -0.1
0.0 0.1 0.0
0.1 0.1 0.1
0.0 -0.1 -0.1
0.0 -0.1 -0.1
0.0 0.1 0.0
0.1 0.1 0.0
0.0 0.1 0.1
-0.1 -0.1 0.0
0.0 0.0 0.2
-0.1 0.0 -0.1
0.2 0.1 0.0
-0.1 0.1 -0.2
0.0 -0.1 0.2
0.0 -0.1 0.0
0.1 0.1 -0.2
-0.1 0.1 0.2
0.0 0.0 0.0
0.0 0.0 0.0
0.0 0.0 0.0
-0.1 0.1 0.2
0.0 0.0 0.0

Summary:
- HOMO energy (eV) = -8.28
- M (Da) = 382.49
- DFT total energy (hartree) = -1581.57544
- lowest unoccupied orbital energy (eV) = 0.008
- SMILES string = CCCCN(C)CCNS(=O)(=O)c1ccc2c(c1)n(C)c(=O)c(=O)n2C
- frontier orbital gap (eV) = 8.3

6.
Computed, not measured: the molecule C8H8O2S, with ωB97M-V/def2-TZVPD.

Geometry (Å):
C 0.78780 -2.08285 1.19233
C 0.90124 -0.76045 0.36208
O 2.14763 -0.43911 0.04511
C 0.18166 0.55375 1.06686
C -0.48838 1.01946 -0.14601
C -1.11834 2.22782 -0.37581
C -1.88783 2.19830 -1.53859
S -1.81893 0.64984 -2.38033
C -0.77991 0.08880 -1.09109
C 0.01554 -1.09660 -0.86633
O 0.19108 -2.06603 -1.56284
H 1.02877 -1.84892 2.30647
H 1.48678 -2.69241 0.76669
H -0.16256 -2.42792 1.06500
H 2.39449 -1.16292 -0.57556
H 0.94393 1.31396 1.54289
H -0.47744 0.16790 1.85258
H -1.11315 3.14928 0.27543
H -2.23238 3.20811 -1.93887

Atomic forces in eV per Å
1.5 4.4 2.9
-4.1 -0.6 3.4
2.9 -0.4 -1.8
3.1 -1.4 -0.1
-1.5 0.6 0.8
-1.7 2.1 -0.9
0.9 1.5 0.1
0.6 1.2 1.5
-0.4 -0.4 -0.9
0.8 1.2 -0.8
-0.1 -0.4 0.0
-0.4 -0.7 -1.9
1.7 -2.1 -0.8
-2.6 -1.3 0.1
0.5 0.8 0.3
-1.4 -1.6 -1.1
-0.1 0.4 -0.2
0.2 -1.3 -0.8
-0.2 -2.0 0.1

Summary:
- HOMO energy (eV) = -9.29
- M (Da) = 168.22
- DFT total energy (hartree) = -858.25341
- lowest unoccupied orbital energy (eV) = -0.091
- SMILES string = C[C@]1(O)Cc2ccsc2C1=O
- frontier orbital gap (eV) = 9.2

Among the records above, which one has the lowest M? C3H3NO